DFT (ωB97M-V/def2-TZVPD) results for 2 unconnected molecules or ions with the total composition C5H15NO2.

Results
Structure (SMILES): NCCCCCO.O
Total charge: 0
E (hartree): -404.72213
Kohn-Sham gap (eV): 9.97
Energy above the lowest of the compared OMol25 structures with the same formula, charge and spin (eV): 0.8961

The geometry in XYZ format:
```
23
Properties=species:S:1:pos:R:3:forces:R:3:nbo_charge:R:1
C -1.1327 1.3145 0.7347 -0.6228 0.0924 0.0737 -0.0645
O -0.8386 2.4166 -0.1198 0.5708 0.1921 0.1722 -0.7194
C -0.1488 0.1874 0.5529 -0.0257 0.0914 0.4111 -0.4196
C -0.2145 -0.3830 -0.8381 0.2609 -0.7371 -0.3700 -0.4087
C 0.7189 -1.5820 -1.0559 -0.4321 -0.0147 -0.5173 -0.3922
C 2.1951 -1.2602 -0.9581 -0.1319 -0.4319 0.7062 -0.2177
N 2.5667 -0.1748 -1.8482 -0.0191 0.0661 0.0422 -0.8331
H -2.1421 0.9500 0.5129 0.1437 0.2142 -0.4362 0.1869
H -1.2411 1.6384 1.7658 0.4197 0.1303 0.3434 0.1664
H 0.0559 2.7444 0.1096 -0.8038 -0.2642 -0.1458 0.4575
H -0.3482 -0.5864 1.3101 0.1448 0.0677 -0.1547 0.1867
H 0.8585 0.5776 0.7360 0.0754 -0.0945 0.1843 0.1855
H 0.0228 0.4014 -1.5543 -0.0926 0.0343 -0.1269 0.2120
H -1.2231 -0.7284 -1.0807 -0.1013 0.1946 0.1566 0.2091
H 0.5046 -1.9873 -2.0530 0.0767 -0.0085 0.1211 0.2067
H 0.4831 -2.3675 -0.3282 -0.0017 0.0404 -0.0531 0.1939
H 2.7583 -2.1711 -1.2050 0.0148 0.3286 -0.0402 0.1928
H 2.3802 -1.0545 0.1130 0.3182 0.0611 -0.2066 0.1500
H 3.5627 -0.0127 -1.7989 0.0704 0.0994 -0.0373 0.3580
H 2.1039 0.6767 -1.5428 0.1592 -0.0320 -0.1562 0.3479
H -3.1575 -0.6089 3.6477 -0.0793 0.0421 -0.0684 0.4710
H -2.0020 -0.9282 2.7209 -0.0122 -0.0056 -0.0634 0.4656
O -2.8773 -0.5277 2.7295 0.0681 -0.0661 0.1650 -0.9348
```
Forces are in eV/Å.



DFT (ωB97M-V/def2-TZVPD) results for 3 unconnected molecules or ions with the total composition C5H15NO2.

Results
Structure (SMILES): C=CCCNC.O.O
Total charge: 0
E (hartree): -404.67106
Kohn-Sham gap (eV): 9.71
Energy above the lowest of the compared OMol25 structures with the same formula, charge and spin (eV): 2.2858

The geometry in XYZ format:
```
23
Properties=species:S:1:pos:R:3:forces:R:3:nbo_charge:R:1
C -0.2730 1.7403 0.5478 -1.2555 -0.3681 2.0265 -0.4135
N -1.1001 0.5615 0.2330 1.1472 0.3457 -1.4180 -0.6421
C -1.3094 -0.4484 1.2557 -0.1383 0.3968 0.8234 -0.2148
C -0.2307 -1.5446 1.4925 0.6291 -0.7852 0.7867 -0.4674
C 1.0525 -1.3179 0.7266 -1.2170 0.8071 0.0579 -0.1702
C 1.5664 -2.1614 -0.1466 0.6902 -1.0531 -0.1511 -0.4006
H 0.0000 2.2610 -0.3210 0.5813 0.3073 -1.4696 0.2038
H 0.6130 1.5080 1.1425 0.0825 0.1658 -0.0024 0.1703
H -0.8847 2.4739 1.0845 0.0948 -0.1964 0.3413 0.1875
H -0.5613 0.1522 -0.5287 -0.4541 -0.4881 0.0010 0.3529
H -2.2788 -0.9046 1.0664 0.0465 -0.2758 -0.1449 0.2028
H -1.4491 0.0708 2.2084 -0.0002 0.1703 -0.1036 0.1905
H -0.6425 -2.5377 1.2999 0.0334 0.0713 -0.3660 0.2088
H 0.0041 -1.5930 2.5636 -0.0865 0.2845 0.0015 0.2107
H 1.3776 -0.2924 0.8565 0.3428 0.0069 -0.7149 0.1971
H 1.4199 -3.2333 -0.0170 -0.8631 0.1057 -0.3814 0.1873
H 2.2474 -1.9507 -0.9628 0.4643 0.4928 0.5722 0.1999
H 1.9228 0.2931 -2.3824 -0.2388 0.1700 0.3240 0.4670
H 3.3526 0.5319 -2.0947 0.0278 0.2304 0.4040 0.4687
O 2.4836 0.6784 -1.6929 0.1892 -0.3464 -0.7480 -0.9324
H -2.5804 2.6580 -2.1594 -0.2313 -0.0070 -0.2817 0.4603
H -2.0947 1.3218 -1.7397 -0.2835 -0.3281 0.0615 0.4781
O -2.6351 1.7332 -2.4324 0.4394 0.2935 0.3815 -0.9448
```
Forces are in eV/Å.



DFT (ωB97M-V/def2-TZVPD) results for 3 unconnected molecules or ions with the total composition C5H15NO2.

Results
Structure (SMILES): C=CCCNC.O.O
Total charge: 0
E (hartree): -404.65204
Kohn-Sham gap (eV): 9.73
Energy above the lowest of the compared OMol25 structures with the same formula, charge and spin (eV): 2.8035

The geometry in XYZ format:
```
23
Properties=species:S:1:pos:R:3:forces:R:3:nbo_charge:R:1
C 0.5711 -1.1452 1.8756 1.1530 -1.7575 -3.4591 -0.4345
N 0.7289 -0.2484 0.6851 -0.1852 2.7020 1.4318 -0.6740
C 0.1875 1.1232 1.0401 0.2143 -0.8737 -0.1981 -0.2035
C -0.9329 1.7170 0.1336 1.8171 0.8880 -0.6498 -0.4750
C -2.1210 0.9508 -0.3027 -0.5506 -0.1084 0.8825 -0.1759
C -2.2855 0.1981 -1.3750 0.7951 -0.7718 -1.0683 -0.4075
H 0.6686 -0.6501 2.8293 -0.8810 0.2850 0.0101 0.2137
H 1.4384 -1.8326 1.8548 -0.2080 0.1828 0.1045 0.1934
H -0.2538 -1.7900 1.5565 -0.5577 0.0408 1.6082 0.1974
H 0.2647 -0.4195 -0.1975 -0.1897 -1.2744 0.3725 0.3637
H 1.0519 1.7706 0.8923 -0.2840 0.5572 0.5886 0.1907
H -0.1408 1.0935 2.0941 0.2356 0.2651 -0.4629 0.1795
H -0.3748 2.1059 -0.7411 -0.4190 -0.2806 0.0741 0.2145
H -1.2680 2.6234 0.6522 -0.0041 -0.1368 -0.0508 0.2231
H -2.9347 1.1175 0.3951 -0.4385 -0.3743 -0.2098 0.1957
H -1.4765 -0.0202 -2.0955 -0.1427 0.5054 0.4719 0.1927
H -3.1863 -0.3248 -1.6779 -0.2575 0.2630 0.5275 0.2051
H 0.4372 -2.4071 -1.1430 1.1309 -0.1920 -0.2212 0.4572
H -0.7725 -2.6948 -1.7668 -0.2135 -0.5268 -0.9384 0.4584
O 0.1669 -2.8501 -1.9619 -0.9103 0.7201 1.1805 -0.9127
H 4.0135 0.1087 -1.1893 0.4097 -0.6893 0.3911 0.4711
H 2.8646 0.7903 -0.3650 0.1147 -0.5641 0.1117 0.4832
O 3.3535 0.7839 -1.1929 -0.6286 1.1404 -0.4965 -0.9561
```
Forces are in eV/Å.



total charge of number 3 (C5H15NO2)?
0



Look up the total charge of the first one.
0